No. 1
# CH6N2S

A 2-piece molecular cluster, CH6N2S overall (ωB97M-V with the def2-TZVPD basis set, the OMol25 dataset).

## Properties
**LUMO level**: -0.0134 hartree
**Strongest force on any atom**: 0.0580 Eh/bohr
**E_tot**: -14947.738 eV
**M**: 78.14 g/mol
**Gap between HOMO and LUMO**: 9.5 eV
**HOMO energy**: -9.90 eV

Geometry as XYZ:
```
10
CH6N2S (ωB97M-V with the def2-TZVPD basis set)
C 2.036 0.085 -0.912
N -3.036 -0.908 1.177
N -1.648 1.088 1.035
S -1.607 -0.423 0.805
H 2.291 -0.657 -1.645
H 2.771 0.102 -0.188
H 1.068 -0.024 -0.479
H -3.128 -1.834 0.924
H 2.026 1.057 -1.464
H -0.772 1.513 0.746
```

Atomic partial charges in e from the Mulliken method, atoms 1 to 6:
1. C -0.66
2. N -0.46
3. N -0.45
4. S 0.39
5. H 0.28
6. H 0.28

=====

No. 2
# C9H10NO2S

A 2-piece molecular cluster, C9H10NO2S overall (ωB97M-V with the def2-TZVPD basis set, the OMol25 dataset).

## Properties
**LUMO level**: 0.1179 hartree
**Strongest force on any atom**: 0.0975 Eh/bohr
**Net charge**: -1
**E_tot**: -25913.148 eV
**M**: 196.25 g/mol
**Gap between HOMO and LUMO**: 6.8 eV
**HOMO energy**: -3.60 eV

Geometry as XYZ:
```
23
C9H10NO2S (ωB97M-V with the def2-TZVPD basis set)
C -1.282 -1.086 0.087
C 0.844 -0.954 1.177
C -0.734 -0.363 -0.939
C 1.383 -0.186 0.133
C -0.510 -1.404 1.151
C 0.568 0.102 -0.937
C -0.303 3.353 -2.535
C -1.028 -2.157 2.308
C 0.961 1.017 -1.975
N -0.704 2.311 -1.865
O 3.308 0.449 -2.247
O 2.683 2.601 -3.230
S 2.659 1.787 -2.071
H -2.350 -1.249 0.061
H 1.531 -1.383 1.902
H -1.402 -0.038 -1.717
H 2.502 0.015 0.158
H -0.954 4.220 -2.669
H 0.456 3.354 -3.211
H -0.309 -2.851 2.801
H -1.348 -1.367 3.032
H -1.976 -2.664 1.955
H 0.685 0.707 -2.991
```

Atomic partial charges in e from the Mulliken method, atoms 1 to 6:
1. C -0.65
2. C -0.73
3. C -0.48
4. C -0.36
5. C 0.95
6. C 0.53

=====

No. 3
# C2H5BrSe

One molecule with the formula C2H5BrSe (ωB97M-V with the def2-TZVPD basis set, the OMol25 dataset).

## Properties
**LUMO level**: 0.0270 hartree
**Strongest force on any atom**: 0.0552 Eh/bohr
**E_tot**: -137543.223 eV
**M**: 187.93 g/mol
**Gap between HOMO and LUMO**: 9.6 eV
**SMILES string**: [SeH]CCBr
**HOMO energy**: -8.84 eV

Geometry as XYZ:
```
9
C2H5BrSe (ωB97M-V with the def2-TZVPD basis set)
Se -1.470 -0.487 -1.204
C 0.322 -0.374 -0.385
C 0.340 0.891 0.692
Br -0.803 0.510 2.203
H -1.326 -1.872 -1.584
H 1.069 -0.180 -1.150
H 0.523 -1.290 0.159
H -0.013 1.798 0.212
H 1.358 1.004 1.058
```

Atomic partial charges in e from the Mulliken method, atoms 1 to 6:
1. Se -0.07
2. C -0.78
3. C -0.64
4. Br -0.11
5. H 0.10
6. H 0.38

=====

No. 4
# C3H10NO3S

A 2-piece molecular cluster, C3H10NO3S overall (ωB97M-V with the def2-TZVPD basis set, the OMol25 dataset).

## Properties
**LUMO level (alpha / beta)**: -0.2864 / -0.4774 hartree
**Strongest force on any atom**: 0.0296 Eh/bohr
**Net charge**: +2
**E_tot**: -21721.797 eV
**M**: 140.18 g/mol
**Gap between HOMO and LUMO (alpha / beta)**: 11.5 / 6.3 eV
**HOMO energy (alpha / beta)**: -19.29 / -19.29 eV
**2S+1**: 2

Geometry as XYZ:
```
18
C3H10NO3S (ωB97M-V with the def2-TZVPD basis set)
O -0.458 2.852 0.319
C -0.529 1.799 0.863
O -1.381 1.465 1.846
C 0.343 0.593 0.501
C -0.562 -0.623 0.236
S -0.939 -1.659 1.668
N 1.041 0.932 -0.809
H -1.886 2.266 2.088
H 1.138 0.435 1.206
H -1.530 -0.374 -0.176
H -0.179 -1.289 -0.550
H -2.134 -1.148 2.052
H 1.795 1.602 -0.635
H 1.459 0.073 -1.158
H 0.416 1.304 -1.532
H 0.581 -3.012 -2.482
H 1.820 -2.817 -1.572
O 1.006 -2.400 -1.867
```

Atomic partial charges in e from the Mulliken method, atoms 1 to 6:
1. O -0.44
2. C 0.50
3. O -0.39
4. C 0.00
5. C -0.69
6. S 0.35

=====

Quick rundown of energy relative to the best compared isomer or geometry (same formula, charge and spin), same order as above: 1.8496 1.8182 0.0000 0.1442 eV